# 1
Here is C14H25N3 as an isolated structure in a non-equilibrium geometry from the OMol25 dataset. Energies are from wB97M-V/def2-TZVPD.

LUMO   0.8 eV
HOMO level   -8.0564 eV
HOMO-LUMO gap   8.825 eV
Net charge   0
ΔE to the lowest compared entry with this formula, charge and spin   999.77 kJ/mol
DFT total energy   -712.302522 hartree

XYZ file:
```
42
C14H25N3 wB97M-V/def2-TZVPD
H -0.3880 -0.7426 3.7554
H -0.1106 3.2111 0.6818
C -1.6793 0.6435 2.3392
H 1.9568 0.5576 -3.7146
C -0.7190 -2.7482 -1.1299
C 2.1473 0.1701 -2.6314
H 3.1832 -0.1879 -2.4586
H -3.0578 -1.3448 -2.1280
C 1.8486 1.3184 -1.5621
C -0.3342 2.3546 1.2429
H -2.6988 2.1851 1.4187
C 1.2397 -1.0361 -2.4544
H 0.2844 -1.1565 -3.0093
H 1.4860 -3.2700 -0.6680
C 0.7875 1.5761 1.5306
C -1.6152 1.8222 1.6004
H 1.7196 -0.0752 3.0742
H 2.3839 0.1605 0.1606
H -2.7007 -2.9751 0.1304
H 2.8786 2.1690 1.4876
H 0.7433 1.3085 -1.7506
N 1.0703 -1.2570 -0.9415
C -0.3877 0.0829 2.8064
C 0.8191 0.3698 2.4182
C 2.0632 2.0694 0.8373
C -1.8190 -2.0540 -0.2581
H -1.1611 -3.9016 -1.3415
H 0.5210 -2.6399 0.5562
H -2.6388 0.2283 2.6517
H 1.8679 2.9814 0.3048
H 0.2414 -0.4405 -0.7198
C 0.5919 -2.5513 -0.5875
N 2.3951 1.1401 -0.2064
H -1.1262 -1.5678 0.7266
H 1.7921 -1.9902 -2.8387
H 2.0304 2.3913 -1.8983
H -1.4205 -0.0385 -1.7247
H -4.1260 0.5028 -0.9734
C -2.5453 -0.8017 -1.1030
H -0.9691 -2.2599 -2.2314
N -3.4860 -0.0518 -0.0813
H -2.9325 0.7815 0.8232
```

---

# 2
Here is C41H41BiF4N5O5S as an isolated structure from the OMol25 dataset. Energies are from wB97M-V/def2-TZVPD.

LUMO   2.2 eV
HOMO level   -4.4978 eV
HOMO-LUMO gap   6.662 eV
Net charge   -1
ΔE to the lowest compared entry with this formula, charge and spin   0.00 kJ/mol
DFT total energy   -3249.270624 hartree

XYZ file:
```
98
C41H41BiF4N5O5S wB97M-V/def2-TZVPD
H 2.2709 -3.9738 -4.2391
C 2.5145 1.9131 3.3273
C -1.5095 -2.3223 3.7429
C 4.8092 2.9795 -0.7229
C 4.8788 2.7491 2.0296
H 0.5848 -4.5433 1.4045
N 2.4616 2.4377 -0.7802
H 2.2228 3.1212 -1.4809
C 1.4750 -5.6088 -3.0944
C -1.0464 1.0559 2.1807
H -1.5303 -5.5333 -1.5447
C -0.8911 4.6940 -2.1891
C -5.3834 -0.2908 -0.9354
H -3.0989 -3.7431 3.2773
C -3.8382 1.4919 -0.8935
H 6.8927 3.4639 -0.5998
H -6.7368 2.4962 -2.3489
C 0.0038 -2.8007 0.2972
C -6.2951 0.5452 -1.5441
H -0.1771 -0.2365 3.6558
C 6.0343 3.0710 1.3298
H -1.7565 0.3953 4.1150
C 0.2950 -1.5112 -0.1486
H -2.0413 4.6246 0.3349
H -0.6132 1.9710 2.5943
N -1.7458 -1.2537 2.7851
C 3.6423 2.6470 -0.0458
C -6.0168 1.8618 -1.8565
H 4.5601 -1.3274 -0.3079
H -4.5182 -1.8766 0.9447
N 2.0615 0.2959 -0.0354
H -1.3962 5.3962 -4.1462
H 2.8634 2.7050 3.9958
C 0.8538 -3.5390 1.1027
H 1.4873 1.6594 3.5743
F -5.7569 -1.5775 -0.7575
O 3.5625 -1.1177 1.5073
H -0.4301 -2.3785 3.9097
C -0.9850 4.6487 0.6153
H -0.4057 0.7069 1.3695
C -0.9798 4.5773 -3.5732
O 0.3026 -1.0669 -3.2581
O 0.9410 -2.0034 -5.1718
S -2.1638 -2.9479 -2.3113
O 2.4904 2.3468 1.9778
F -2.6569 2.0344 -0.5200
H -3.4908 -0.1131 2.5125
F -7.5014 0.0369 -1.8750
N -3.0999 -0.5795 0.0267
H 2.7461 -3.5166 2.1516
C 0.3897 -3.4591 -3.3999
H -1.6570 -3.8960 2.2790
H 0.2546 1.4359 -3.9183
C 5.9986 3.2085 -0.0472
C -4.0862 0.1383 -0.5543
H 3.1436 1.0262 3.4364
H 6.9594 3.2186 1.8718
H -1.6383 -4.4628 3.9516
C 0.3920 -6.0462 -2.3426
C -0.7025 -3.8977 -2.6414
C 1.5949 1.3637 -0.7184
C 3.6733 2.5721 1.3594
O -0.2569 3.6623 -0.0839
C 0.5309 -2.0810 -4.0208
N 0.4713 1.3523 -1.3333
H 5.5581 -1.0442 1.1443
H 2.3208 -6.2612 -3.2745
C -0.3741 3.6486 -1.4380
C -3.4602 -1.6111 0.9854
C -3.1568 -1.1496 2.4164
H -2.0110 1.3044 1.7388
C 1.5137 -0.9606 0.2651
C -0.6799 -5.1995 -2.1273
H -3.7666 -1.7333 3.1218
H 2.9479 0.4249 0.4225
H -0.8836 4.4059 1.6702
C 4.6852 -1.5644 0.7530
H 4.7725 3.0324 -1.8043
H 0.3807 -7.0457 -1.9239
C -4.7546 2.3076 -1.5127
C 0.0558 2.4722 -2.0760
H -1.9731 -2.0840 4.7217
C -2.0098 -3.6839 3.2820
H 4.8214 -2.6430 0.8582
C -0.0493 2.3698 -3.4571
H -1.2480 5.5916 -1.7040
Bi -1.2218 -0.6251 -1.6050
C 2.0524 -2.9812 1.5141
C -1.1719 -0.0044 3.2623
C 1.4556 -4.3302 -3.6225
H 4.9113 2.6645 3.1062
C 2.3664 -1.7089 1.0980
H -0.5818 5.6510 0.4377
C -0.5612 3.4225 -4.2085
H -0.6466 3.3235 -5.2826
F -4.4184 3.5936 -1.7491
H -2.9012 -2.5286 0.7847
H -0.9287 -3.2528 -0.0171
```